96
Properties=species:S:1:pos:R:3:mulliken_charge:R:1 method="wB97M-V/def2-TZVPD" lumo_energy_ha=0.0466 charge=-1 max_force_ev_per_a=3.11
Se -0.60963 -1.31458 0.01479 -0.007
K 0.73478 0.92794 1.36277 1.261
O 2.17441 -0.14637 0.17871 -1.457
O -0.87547 1.68032 0.16546 -1.253
N 1.36250 0.60554 8.81708 -0.650
N 0.29932 0.18225 3.85467 -0.396
N -0.69944 -0.22949 8.89116 0.025
C 0.98334 0.46106 10.13076 0.525
C 2.82856 -1.63162 -3.07810 0.014
C 0.30984 0.16884 6.64720 0.908
C -2.31271 2.10079 -1.72436 -0.291
C -0.79525 -0.28148 5.92607 -0.663
C 1.66698 -2.36748 -3.31114 -0.291
C -0.74815 -0.25357 4.54320 -0.456
C 0.17440 -3.91378 -4.65280 -2.132
C -2.77214 4.05914 -0.21123 -1.686
C 4.41511 -0.09911 -1.92335 1.935
C -3.18649 0.14587 -2.93796 -0.694
C -0.25522 -0.02141 12.55857 -0.406
C 4.63953 0.80921 -0.70894 -1.973
C 1.04246 0.50369 12.50686 -0.450
C -0.32149 -0.06716 10.20065 0.657
C -3.50299 0.14727 -5.42415 -1.566
C 5.56307 -1.12311 -1.93733 -1.657
C 0.86336 -1.49996 -1.21486 -0.481
C -1.58598 1.25317 -0.81401 1.245
C 0.67881 -2.28188 -2.33907 -0.028
C -0.75105 4.06160 -1.70134 -1.647
C -3.06511 1.52468 -2.73189 0.094
C 3.06836 -0.84870 -1.95822 -0.553
C -3.01826 4.35844 -2.65550 -2.242
C -2.21875 3.62159 -1.57793 2.289
C -4.04856 -0.37626 -4.08626 2.095
C 4.52645 0.79534 -3.16998 -1.694
C 1.61325 -2.26352 -5.81303 -1.622
C 2.63259 -4.24715 -4.66663 -1.764
C 2.06596 -0.78088 -0.92627 1.411
C 1.52160 -3.18999 -4.59039 2.104
C -1.69490 -0.14347 -1.06855 -0.821
C 1.36014 0.59966 4.54477 -0.206
C -4.04932 -1.90535 -4.14818 -1.749
C 1.67678 0.75099 11.30446 -0.719
C 0.34825 0.18978 8.10383 0.118
C -2.48116 -0.67933 -2.07434 -0.021
C -5.50118 0.09172 -3.91168 -1.783
C 1.41697 0.61590 5.92439 -0.711
C -0.96157 -0.31692 11.40706 -0.992
H 0.06074 -4.60695 -3.81683 0.370
H 2.67861 1.15631 11.25805 0.431
H -0.15617 3.58656 -0.92380 0.240
H -3.60423 2.17503 -3.41178 0.254
H -0.34518 3.77121 -2.67337 0.335
H 3.87750 1.58433 -0.65337 0.317
H -1.59171 -0.59590 3.95353 0.453
H 2.28860 0.96408 6.45934 0.457
H -4.66942 -2.24560 -4.98158 0.470
H 1.55736 0.71974 13.43418 0.367
H -5.56972 1.18064 -3.90179 0.297
H 0.82777 -1.50702 -5.76215 0.288
H -3.81780 3.75644 -0.10890 0.337
H 2.57371 -4.91487 -3.80464 0.362
H -1.96478 -0.72259 11.44382 0.372
H 5.50292 -1.75855 -1.05140 0.355
H 6.53155 -0.61202 -1.93371 0.450
H -3.51634 1.23764 -5.45851 0.288
H -0.71539 -0.19975 13.52182 0.373
H -1.57718 -0.58800 8.56274 0.169
H -2.71235 5.14818 -0.10774 0.455
H -6.12849 -0.28391 -4.72672 0.458
H 2.20790 0.92893 3.95162 0.480
H 3.72397 1.53543 -3.16814 0.366
H 5.48603 1.32251 -3.17438 0.457
H 5.51960 -1.76610 -2.81783 0.266
H -4.44961 -2.33592 -3.22805 0.384
H -3.03865 -2.28994 -4.29916 0.035
H -2.46911 -0.17820 -5.55557 0.236
H 4.45088 0.21929 -4.09346 0.294
H 5.62230 1.28653 -0.80290 0.490
H -2.19798 3.59108 0.58447 0.241
H -2.50938 -1.75707 -2.17105 0.396
H 4.60701 0.24351 0.21840 0.350
H 3.62151 -3.78559 -4.66478 0.296
H -1.68442 -0.64651 6.42340 0.245
H -0.66961 5.14906 -1.59923 0.462
H -0.26306 -2.80507 -2.43830 0.312
H 2.53497 -4.84630 -5.57787 0.462
H -5.90323 -0.27751 -2.96593 0.360
H -4.09813 -0.23051 -6.26193 0.484
H -2.92018 5.43624 -2.50348 0.466
H -2.64879 4.12333 -3.65648 0.374
H -0.65191 -3.20050 -4.62604 0.185
H 3.60205 -1.67747 -3.84021 0.222
H 0.09871 -4.48540 -5.58152 0.473
H 1.49414 -2.83044 -6.74218 0.476
H 2.57312 -1.74565 -5.84725 0.297
H -4.08013 4.10513 -2.60433 0.373

103
Properties=species:S:1:pos:R:3:mulliken_charge:R:1 method="wB97M-V/def2-TZVPD" lumo_energy_ha="-0.2293 / -0.2376" spin_multiplicity=4 relative_energy_kcal_mol=106.35 charge=+2 max_force_ev_per_a=0.44 s2=3.822
Re 0.48664 -0.18762 0.24183 0.747
Sb 0.65024 2.36717 1.31669 -0.280
Br 5.12155 -1.24701 -1.57735 -0.114
Br 2.26841 -2.63550 -6.23470 -0.166
Si 2.85335 2.60777 3.77496 0.411
Si -1.99975 -0.39490 4.02972 0.243
Si 3.96043 2.99873 0.76474 1.245
O 2.25715 -0.54508 -0.59793 0.341
N -2.46151 -2.56396 0.50631 -0.163
N -0.01874 -0.79908 -1.79822 -0.362
N 1.85466 -0.29711 1.86440 1.069
N -2.67663 0.44818 0.25740 2.104
N -1.46260 -0.10701 0.94057 -0.029
C 4.16245 -0.01399 2.30923 -0.503
C 1.03596 -1.64348 -3.83737 0.596
C 1.10089 -1.14380 -2.52392 0.034
C -4.69982 2.50015 -0.24722 -0.307
C -2.13051 1.14840 5.06548 -1.225
C 3.54768 4.83434 0.86289 -1.598
C 2.36254 4.39898 3.91970 -1.150
C 2.00812 -1.62515 2.10618 -0.073
C 1.66626 1.55839 4.76935 -0.697
C -4.61346 0.01781 -1.15301 0.890
C 0.75962 3.35359 -0.60633 -1.334
C -0.45792 -1.38805 4.33733 -0.454
C -5.17078 2.06508 1.10419 -1.204
C 4.31546 -1.36390 2.50853 -1.213
C -5.58372 -0.80299 -1.69883 -1.046
C -2.37850 1.65144 -0.57018 0.656
C -2.11495 0.15581 2.19601 0.457
C 3.20135 -2.20070 2.43297 -1.767
C 2.91719 0.54768 1.99482 -1.716
C -3.50998 -1.91753 -0.14923 0.381
C 2.74093 2.02177 1.90786 1.627
C -3.23216 2.86606 -0.47536 -0.964
C 3.81486 2.36525 -0.99621 -0.192
C -4.52000 -2.70726 -0.71352 -0.733
C -1.19755 -0.97369 -2.37746 0.801
C -1.35086 -1.47098 -3.67201 -1.800
C -0.24140 -1.79846 -4.40691 -0.965
C -3.58966 -0.54215 -0.38242 -0.249
C -4.61003 1.48408 -1.44965 -0.604
C -5.53690 -2.17124 -1.47232 -1.088
C 4.52970 2.32869 4.54702 -1.027
C 3.45205 -1.83797 -3.80834 -0.363
C 2.26444 -1.97691 -4.47327 -0.153
C -3.20728 2.00525 -1.74335 -1.004
C -3.48821 -1.49995 4.24392 -1.230
C 2.32277 -0.99769 -1.84455 0.244
C -4.47737 1.29094 1.93972 -0.744
C 3.48288 -1.35614 -2.48376 -0.212
C 5.75779 2.88394 1.26902 -1.509
C -3.19841 0.71278 1.63247 -0.582
H 0.66391 1.51309 4.34722 -0.348
H -2.12715 -2.12072 1.34727 -0.112
H 3.26548 -3.26186 2.61516 0.562
H -0.33380 -2.18348 -5.41325 0.428
H 6.18985 1.88586 1.25811 0.374
H 4.74781 1.27001 4.68087 0.319
H 1.11168 -2.22999 2.00679 0.527
H -1.31195 1.80691 -0.65478 0.288
H 3.61334 3.18111 -1.68967 0.502
H 4.34292 5.35351 1.39800 0.421
H 4.38038 -2.10530 -4.29179 0.471
H -5.31237 3.33376 -0.58747 0.798
H -1.65109 1.00176 6.03340 0.468
H 5.00603 0.64802 2.40506 0.688
H -3.33131 -2.46995 3.76895 0.335
H -2.80022 3.83766 -0.28834 0.414
H 5.95172 3.34471 2.23577 0.367
H -4.86359 1.07656 2.92808 0.477
H -2.34733 -1.58896 -4.07012 0.634
H 0.44308 -0.87075 4.02349 -0.327
H 6.31012 3.46790 0.52881 0.467
H 3.03520 1.61392 -1.10507 -0.665
H 1.36430 4.59746 3.52481 0.295
H -5.33912 1.70972 -2.22180 0.733
H 5.36096 2.78911 4.01973 0.332
H -1.66469 2.00752 4.58224 0.335
H -4.48525 -3.77496 -0.53874 0.425
H -0.25885 3.63724 -0.86732 0.350
H -0.50358 -2.36359 3.85029 0.357
H -6.29452 -2.81983 -1.88791 0.464
H 4.75034 1.89990 -1.30405 0.411
H -3.67486 -1.68430 5.30250 0.452
H -2.07432 -0.71245 -1.81017 0.085
H -2.78099 2.19429 -2.71667 0.469
H 5.29087 -1.77124 2.73749 0.522
H -2.66855 -3.54244 0.66050 0.324
H 2.34053 4.64663 4.98212 0.484
H 1.57669 1.98427 5.77007 0.642
H 3.51510 5.25574 -0.14166 0.478
H 2.04142 0.54108 4.88660 0.293
H -3.17424 1.40020 5.25358 0.379
H -0.36729 -1.56990 5.40955 0.526
H 2.61421 5.08772 1.36217 0.445
H 4.49620 2.77126 5.54475 0.458
H 1.35104 4.25795 -0.52891 0.525
H 3.06252 5.08079 3.44129 0.342
H -6.13539 2.43053 1.42846 0.485
H -4.39357 -1.06609 3.82191 0.362
H 1.18327 2.71806 -1.38036 0.380
H -6.36909 -0.36785 -2.30092 0.530

105
Properties=species:S:1:pos:R:3:mulliken_charge:R:1 method="wB97M-V/def2-TZVPD" lumo_energy_ha="-0.1541 / -0.1474" spin_multiplicity=2 relative_energy_kcal_mol=18.40 charge=+1 max_force_ev_per_a=4.90 s2=0.763
V -0.40010 0.22100 -0.30810 -0.701
S -2.00110 -3.20870 -2.54940 -0.442
F 0.71670 3.67220 -1.11630 -0.139
F 0.62430 1.38260 0.14840 0.170
F 2.71800 2.84530 -0.43350 -0.140
F 1.65180 1.94280 -2.20820 -0.143
O -2.18300 2.23470 -1.32730 0.600
O -1.09780 1.39430 -3.12290 -0.826
N 3.64480 -2.14350 2.45990 0.302
N -1.69570 -1.08450 -1.08430 1.291
N 2.36330 -3.96210 1.78430 0.274
N 1.66990 -1.73970 1.34990 0.420
C -7.33850 -0.59880 0.47410 -1.755
C -4.06200 -0.37120 -0.79100 0.212
C 1.10380 -4.50270 1.32980 -0.954
C -2.31290 2.73210 -4.84070 -1.296
C -3.32040 3.67600 -4.96950 -0.544
C 0.43490 0.56490 3.54560 1.176
C 2.53880 -2.78450 -2.52560 -1.104
C 2.35700 -0.70480 -1.31070 0.736
C 2.51650 -2.58380 1.81750 -0.097
C 0.39610 -1.97820 -1.83250 1.586
C -6.54160 0.21530 -0.55800 2.025
C -0.75240 -0.12200 3.28700 1.163
C -0.29230 3.95030 2.02060 -2.090
C 0.61410 1.84530 3.01250 0.967
C -2.02400 2.30310 -3.56290 0.553
C -4.01320 4.15930 -3.86720 -0.986
C -0.47810 2.52750 2.46530 0.833
C -1.83270 0.52810 2.66840 1.830
C -7.45770 0.59510 -1.72700 -1.834
C 0.98260 -0.84530 -1.25070 -0.571
C -0.86440 -1.55700 3.72730 -2.525
C 4.14240 -2.77140 3.66080 -1.256
C -3.12160 -0.24770 2.53540 -2.435
C -2.70300 2.81560 -2.45100 0.579
C 1.97710 2.47650 2.97510 -2.229
C -5.39510 -0.65040 -1.05720 0.132
C -5.71110 -1.80170 -1.79700 -0.177
C 3.48880 -4.83060 1.50120 -1.212
C -3.42020 -2.34720 -2.03300 0.989
C -1.72310 1.89040 2.33240 1.830
C -3.06060 -1.22580 -1.26280 -1.815
C -2.89970 2.71100 1.87300 -2.851
C 4.21280 -0.85940 2.13230 -1.048
C 1.17050 -2.94660 -2.47710 -0.816
C -1.03380 -2.02670 -1.73720 0.889
C -6.06680 1.50610 0.11100 -1.757
C 1.48490 -0.07180 4.40950 -2.261
C -3.71240 3.74680 -2.57790 -0.957
C 3.13080 -1.66690 -1.94450 -0.828
C -4.74530 -2.64510 -2.29760 -1.525
B -1.19620 1.37570 -1.76090 0.169
B 1.66210 2.77210 -1.19180 0.431
H -6.91230 1.18070 -2.46430 0.376
H -8.28920 1.18910 -1.35840 0.483
H -3.95790 0.38100 2.25640 0.258
H -6.74160 -2.04450 -2.00000 0.498
H -3.03900 -1.04300 1.78830 0.224
H -4.79340 4.88820 -4.01490 0.462
H -1.14970 -1.61970 4.77820 0.362
H -5.46270 2.10700 -0.56670 0.214
H 2.13130 2.93320 2.00060 0.421
H -5.00300 -3.51680 -2.87710 0.439
H 5.20060 -3.02710 3.56960 0.364
H 1.02370 -0.65430 5.20320 0.430
H 3.44310 -5.19130 0.46740 0.361
H -1.20910 4.52700 2.08280 0.421
H -3.76210 0.51020 -0.24270 0.539
H -7.79870 -1.47540 0.02650 0.397
H 4.03570 -2.08670 4.50940 0.350
H 2.11550 0.67860 4.87470 0.545
H -3.55300 4.05130 -5.95410 0.436
H 4.43110 -4.30980 1.63610 0.405
H 4.36820 -0.25660 3.02900 0.427
H 2.09830 3.25190 3.73160 0.412
H 0.46340 4.45820 2.61410 0.414
H -7.86630 -0.28310 -2.21630 0.349
H -1.77340 2.35440 -5.69160 0.558
H 1.01280 -4.48340 0.23400 0.310
H 3.54090 -0.33110 1.45980 0.130
H 0.28020 -3.94420 1.77140 0.153
H 1.03020 -5.53520 1.66810 0.374
H 0.68940 -3.79810 -2.93550 0.533
H 5.18650 -0.99990 1.65100 0.351
H -2.94810 3.65080 2.41960 0.638
H -8.12600 0.02000 0.89790 0.464
H -4.23270 4.14820 -1.72400 0.607
H -2.80310 2.94890 0.81470 0.286
H 3.15130 -3.52210 -3.01740 0.469
H 0.03170 3.96380 0.98240 0.183
H -5.49740 1.28710 1.00980 0.405
H -1.60370 -2.10620 3.15190 0.404
H 0.92870 -2.19080 0.81990 -0.626
H -3.84850 2.21530 2.04350 0.551
H 0.09630 -2.05250 3.60160 0.360
H 3.57160 -3.66810 3.87860 0.372
H -6.68340 -0.92580 1.27940 0.307
H 2.09400 -0.73990 3.80950 0.283
H 2.82620 0.16530 -0.87020 0.255
H -3.37750 -0.71030 3.48850 0.620
H -6.93160 2.09560 0.41020 0.583
H 4.20220 -1.54040 -1.99880 0.499
H 3.46450 -5.69630 2.16620 0.324
H 2.75760 1.73520 3.11860 0.173

104
Properties=species:S:1:pos:R:3:mulliken_charge:R:1 method="wB97M-V/def2-TZVPD" lumo_energy_ha="-0.1261 / -0.1261" spin_multiplicity=4 relative_energy_kcal_mol=11.83 charge=+1 max_force_ev_per_a=0.50 s2=3.760
Co -0.34067 -0.31958 -1.55455 0.245
S 2.06654 0.14067 -1.57391 -0.598
F -1.22454 1.73080 -1.97086 -0.008
F 1.62773 1.52416 4.90830 -0.367
O -3.75712 -2.20386 -0.22487 -0.759
O -2.23599 -0.84512 -1.14392 -0.319
O -0.25092 0.03237 0.53866 -0.589
N 2.45187 2.63529 -2.28692 -0.184
N -1.91198 -2.39257 3.35946 0.230
N 0.65977 -0.30517 6.88563 0.250
N 1.21334 0.14948 9.62484 -0.154
N -0.48175 -0.38537 -3.47652 2.974
N 1.25877 2.31587 -0.29719 0.419
C 1.34827 1.01960 -5.16640 2.983
C 0.29777 -0.35924 5.50887 -0.923
C 1.55713 -2.53823 -6.46567 -1.570
C -1.45137 -4.41225 4.80852 -0.450
C 0.79679 0.51784 4.53650 0.433
C 1.34559 3.63757 0.30148 -0.649
C -2.12506 0.31927 -5.18669 -1.009
C 0.45167 0.40851 3.21960 -0.543
C -2.83060 2.45391 -3.55242 -0.693
C 2.84937 1.27788 -5.00152 -2.291
C 1.94734 3.92175 -2.76918 0.045
C -2.23854 -3.00305 -3.65780 -1.350
C 1.90750 1.83062 -1.35996 0.406
C -0.41866 0.00901 7.80680 -0.579
C 0.22305 -1.14861 -4.43292 -1.698
C -1.44969 0.46118 -3.96483 1.070
C 0.00786 4.36346 0.32528 -1.003
C -2.41136 -2.34011 2.10143 -0.690
C 0.10348 -2.54553 -4.52136 0.750
C -0.99487 -1.43954 3.76040 -0.166
C -3.11137 1.21037 -5.57651 -0.717
C -0.07359 -0.49803 9.19371 -0.678
C 1.70866 -1.16904 -6.33878 -0.490
C 1.07105 -0.46782 -5.32345 0.953
C -0.59315 -1.33569 5.09719 -1.205
C -2.49322 -4.80174 3.80424 -0.916
C 0.77510 -3.21219 -5.54340 -1.064
C 1.89507 0.34742 7.27474 -0.618
C 3.06807 4.92816 -2.95933 -1.527
C -2.41126 -3.38630 4.27932 -0.316
C -0.45829 -0.56532 2.80383 0.786
C -2.73028 -1.54017 -0.20494 -0.280
C -0.75884 -3.38573 -3.59547 0.549
C -0.86710 -0.64363 1.39585 0.980
C -1.96760 -1.50849 1.12177 -0.012
C -3.47167 2.28465 -4.77436 -0.768
C -1.86412 1.55254 -3.19483 -0.531
C 2.31383 -0.15518 8.64462 -1.020
C -0.20515 -3.44404 -2.16946 -0.889
C 0.80772 1.84267 -6.33854 -1.594
H 2.10881 4.20961 -0.22076 0.373
H -0.68045 -4.41060 -3.97131 0.548
H -1.56400 -4.73730 5.83296 0.318
H -0.96230 -2.04714 5.82145 0.802
H 2.05004 -3.07576 -7.26452 0.377
H 3.25386 0.71853 -4.15540 0.413
H 1.80672 1.44379 7.29804 0.437
H -3.19778 -3.02911 4.93440 0.423
H 2.67240 5.86514 -3.34841 0.416
H -3.34232 -5.38251 4.13124 0.268
H -0.60878 1.09566 7.84851 0.198
H -0.84128 -0.25858 9.92715 0.383
H 0.75309 1.59682 0.21432 0.098
H -4.24208 2.97572 -5.08396 0.399
H 3.57898 5.12958 -2.01745 0.336
H 2.44521 -1.23579 8.64479 0.372
H -0.69330 3.85730 0.98856 0.346
H 0.87309 1.09944 2.50257 0.595
H 3.40529 0.97453 -5.88886 0.526
H 0.66250 -4.28654 -5.62266 0.415
H -2.42758 -2.02030 -3.23249 0.038
H 0.10774 -1.57171 9.18043 0.375
H 3.80698 4.55478 -3.66833 0.341
H -2.84184 -3.72123 -3.10073 0.477
H 0.76948 -3.93406 -2.15412 0.384
H 0.85024 1.34801 -4.25060 -1.408
H 1.70733 3.50907 1.32630 0.341
H -2.57679 -3.00785 -4.69495 0.331
H 2.33754 -0.63732 -7.04175 0.352
H -2.16239 -5.01204 2.79784 0.325
H -3.61316 1.05785 -6.52258 0.433
H -3.07659 3.26797 -2.88415 0.459
H 1.28729 1.54336 -7.27244 0.346
H 3.22280 0.33038 8.99467 0.443
H -0.88502 -3.98713 -1.51046 0.421
H 1.07502 1.16432 9.65052 0.395
H -1.34276 -0.46648 7.48569 0.464
H 3.04094 2.34610 -4.86210 0.545
H 2.96690 2.10992 -2.98218 0.353
H -1.86216 -0.51553 -5.82298 0.461
H 1.19798 4.29669 -2.08095 0.246
H 0.13612 5.38415 0.68399 0.383
H -0.44653 4.39451 -0.66439 0.184
H -0.43008 -4.35003 4.45966 0.247
H -3.22537 -3.01512 1.87180 0.754
H 2.68749 0.09940 6.57149 0.507
H 1.00953 2.90515 -6.18625 0.450
H 1.47208 -0.14384 10.56819 0.353
H -0.26776 1.71495 -6.45288 0.260
H 1.43448 3.73897 -3.71822 0.148
H -0.05409 -2.44914 -1.73317 -0.313